Record 1
Below is a molecular structure, C54H42BrFeN7OP2SSe, with properties calculated with the ωB97M-V functional and the def2-TZVPD basis.

Output
HOMO-LUMO gap (spin up / spin down)	6.04 / 6.02	eV
net charge	+1
E_HOMO (spin up / spin down)	-9.86 / -9.83	eV
spin multiplicity	2
molar mass	1113.70	g/mol

```
110
Properties=species:S:1:pos:R:3:forces:R:3
C 2.822 2.624 -4.267 0.045 -0.002 -0.009
C 3.099 -0.465 -0.308 -0.013 0.016 0.008
C 4.130 -1.335 -2.734 0.017 0.008 -0.018
C -2.783 3.576 -1.177 -0.087 -0.027 0.001
H -3.155 3.669 2.967 0.016 -0.001 0.009
H 3.885 2.577 -2.399 -0.010 -0.004 -0.023
H -0.478 2.000 -4.653 0.024 0.005 0.011
C 2.656 0.110 0.929 -0.062 -0.061 -0.067
N -0.771 -1.372 1.481 -0.134 -0.262 0.154
C 0.596 1.948 5.037 -0.026 0.025 0.018
H -4.913 -0.673 -8.095 0.016 0.009 0.019
H -3.302 -2.415 -3.703 0.027 -0.001 0.028
C 1.977 0.548 3.645 -0.028 0.032 0.083
C 1.811 2.120 -2.149 0.005 -0.003 -0.003
C -2.237 5.689 -0.161 -0.023 0.016 -0.001
N -0.830 1.656 1.627 -0.065 -0.059 0.085
H -3.552 2.890 -1.512 0.058 0.017 -0.016
N 1.432 0.315 1.253 0.039 0.050 0.038
C -0.892 5.341 -0.166 0.004 -0.010 0.009
H -1.259 -1.344 -5.976 -0.013 0.005 -0.001
C 0.015 1.579 2.695 0.076 -0.077 -0.018
C -5.827 -2.668 -1.464 -0.072 0.174 0.068
H 3.698 2.879 -4.849 -0.022 -0.002 0.005
C -1.432 2.974 4.036 0.026 -0.016 -0.027
C 1.197 0.808 2.546 -0.035 -0.020 -0.075
H 0.367 2.409 5.990 0.007 0.002 -0.019
N 1.145 -2.614 0.897 0.155 -0.068 -0.145
C -1.698 -1.220 2.391 -0.048 -0.098 0.131
O 0.919 -0.554 -1.286 -0.303 -0.312 0.109
H -5.674 -2.926 -3.588 0.005 -0.004 0.037
C -5.150 -2.676 -2.673 0.041 -0.022 -0.229
H 5.146 -0.419 0.355 -0.007 -0.009 -0.016
P -1.325 -1.627 -1.598 -0.277 -0.129 0.108
C -4.011 0.390 -5.001 0.092 -0.016 -0.018
C -2.259 -0.928 -5.997 -0.042 0.027 0.031
C 1.597 2.453 -4.894 -0.032 0.002 0.003
C 2.197 -0.752 -1.358 0.170 0.207 -0.017
H 1.906 1.952 -1.083 -0.014 0.030 0.038
H -4.415 0.948 -4.167 -0.013 -0.007 -0.009
H -1.152 -3.773 4.596 -0.001 0.016 -0.015
H -2.390 -0.401 2.240 0.025 -0.001 -0.030
C -4.777 0.219 -6.145 -0.016 0.009 0.019
C -3.046 -1.107 -7.125 0.026 -0.026 -0.011
H -2.620 2.384 0.953 0.063 -0.017 0.063
C 0.126 -2.409 1.691 -0.095 0.262 0.034
C -2.245 3.085 2.949 0.003 -0.006 0.007
C -4.307 -0.536 -7.209 -0.016 -0.005 -0.027
C 0.482 -5.851 -1.359 0.003 -0.012 0.030
H -6.877 -2.925 -1.428 0.012 -0.001 0.008
C 1.678 1.131 4.894 0.033 -0.037 -0.016
H 3.453 0.399 1.620 0.005 -0.007 0.005
H -3.242 -2.201 0.541 0.084 0.803 0.269
H -1.664 3.468 4.972 -0.003 -0.009 -0.020
Se 2.016 -4.004 1.537 -0.164 -0.018 0.001
C 2.929 2.459 -2.892 0.008 -0.004 0.027
C 0.000 -3.305 2.812 -0.026 -0.018 0.008
C 0.574 1.957 -2.769 -0.052 0.011 -0.106
H 2.323 0.924 5.739 -0.021 0.005 -0.005
C 0.471 2.128 -4.148 0.005 -0.019 -0.025
C -2.739 -0.187 -4.914 -0.050 -0.005 0.038
H 1.511 2.577 -5.966 0.002 -0.001 0.023
H -3.119 1.007 -2.294 -0.010 0.014 -0.043
H -0.001 -0.745 -3.398 0.007 0.041 0.020
C -0.596 -3.283 -1.478 0.074 0.031 -0.152
C -1.191 -4.261 -0.681 -0.005 -0.024 0.080
C -3.179 4.806 -0.668 0.007 0.004 0.000
C 4.483 -0.651 -0.471 0.008 0.011 -0.043
H 2.132 -1.268 -3.452 0.016 -0.011 0.015
C -3.791 -2.377 -2.739 -0.161 0.052 -0.015
N -1.963 -0.021 -3.754 0.067 0.011 -0.056
C -3.798 -1.929 -0.349 -0.390 -3.116 -0.729
N -2.528 0.315 0.021 -0.070 -1.102 0.045
H 0.559 3.861 -0.671 -0.022 0.002 -0.011
C -1.874 -2.054 3.538 -0.035 0.112 -0.102
C -5.153 -2.328 -0.312 0.160 -0.004 0.094
C 0.535 -3.608 -2.221 -0.014 0.001 -0.055
C -0.494 4.116 -0.674 0.039 0.016 0.004
H -2.090 -4.047 -0.115 0.012 0.023 -0.024
H -0.151 6.025 0.227 -0.014 -0.009 -0.011
C 4.994 -1.102 -1.659 -0.043 -0.008 0.010
H -1.174 -1.927 -3.968 -0.031 -0.017 -0.016
H 1.941 -5.128 -2.759 -0.020 -0.003 0.009
C -0.646 -5.533 -0.610 0.005 0.017 -0.026
H 2.831 -0.114 3.568 -0.010 0.007 -0.029
C -1.052 -3.105 3.750 -0.001 -0.053 0.075
C -1.047 -1.049 -3.338 0.054 -0.001 0.040
H -2.656 -1.684 -7.954 -0.009 0.015 0.013
C 1.066 -4.888 -2.168 0.043 0.015 0.027
H -5.668 -2.315 0.639 -0.002 -0.084 0.002
H -2.688 -1.817 4.209 0.020 -0.024 0.014
C 2.776 -1.155 -2.588 -0.033 0.047 0.011
Fe -0.690 -0.026 -0.067 0.580 0.292 -0.391
C -3.105 -2.045 -1.588 0.130 0.404 0.316
H -2.414 1.998 -3.560 0.026 0.021 -0.003
N 0.915 -4.249 2.898 0.181 -0.078 0.041
H -1.116 -6.284 0.012 0.010 0.012 -0.005
H -4.230 5.064 -0.665 0.021 0.002 0.001
S -5.157 0.764 -0.285 0.134 -0.732 -0.014
H -2.548 6.648 0.233 0.009 -0.022 -0.007
H 0.897 -6.850 -1.316 -0.009 0.012 0.000
H 1.008 -2.868 -2.849 -0.035 -0.041 0.047
Br 6.853 -1.366 -1.873 0.034 -0.003 0.001
H -5.760 0.672 -6.193 0.020 -0.013 0.005
H 4.535 -1.633 -3.693 0.003 -0.004 0.025
C -2.227 1.131 -2.921 0.007 0.012 -0.014
C -1.435 3.223 -1.184 -0.053 -0.004 -0.057
P -0.879 1.587 -1.754 0.099 0.062 0.119
C -0.267 2.179 3.938 -0.015 0.040 0.068
C -1.920 2.375 1.777 -0.106 0.028 -0.085
C -3.679 -0.018 -0.137 -0.001 3.715 0.247
```
Forces are in eV/Å.

***

Record 2
Below is a molecular structure, C54H42Cl3FGeP3PtSi, with properties calculated with the ωB97M-V functional and the def2-TZVPD basis.

Output
ΔE to the lowest compared entry with this formula, charge and spin	0.00	kcal per mole
HOMO-LUMO gap (spin up / spin down)	6.63 / 5.47	eV
net charge	+1
E_HOMO (spin up / spin down)	-9.23 / -10.96	eV
spin multiplicity	3
molar mass	1204.98	g/mol

```
106
Properties=species:S:1:pos:R:3:forces:R:3
Si -0.481 -1.297 -2.865 0.301 -1.990 -0.405
Cl 1.322 -2.352 -3.177 -0.466 0.320 -0.207
H 1.946 3.776 -3.000 -0.869 -0.114 0.078
H -0.370 3.010 3.827 -0.015 -0.410 0.074
C 5.329 -2.281 0.386 0.630 -0.453 0.123
H -6.494 1.431 1.753 0.540 -0.132 -0.234
C -4.121 -4.596 1.532 0.062 -1.383 -0.186
H -0.815 -3.677 4.975 0.533 -0.218 -0.169
C 5.104 -1.227 1.231 -0.794 1.558 0.454
C 2.809 2.692 0.688 0.010 -0.297 0.019
H 0.861 1.942 -4.315 0.505 -0.162 0.128
H -4.022 -1.333 2.386 0.026 -0.568 -0.853
C 2.722 -1.345 0.808 -0.145 0.224 -0.847
H 6.346 -2.721 0.311 -0.910 0.347 -0.075
C 0.133 2.041 3.800 0.402 0.774 0.229
H 0.248 5.600 -3.552 0.278 -0.354 0.462
Cl -0.903 -0.247 -4.587 0.086 0.219 0.441
C -0.506 2.982 -0.719 0.869 -0.418 -1.637
H 4.147 0.201 -6.411 -0.089 0.056 0.705
C -4.571 -1.504 -2.115 0.449 0.417 0.566
H -5.150 -3.408 2.960 0.457 0.103 -0.388
C 0.877 -5.000 2.347 0.806 -1.249 -1.319
Pt -0.256 -0.335 -0.706 -0.061 1.566 0.158
C -4.706 0.558 0.875 0.297 -0.565 -0.322
H 3.929 -0.077 -2.101 0.123 -0.149 -0.185
C -0.219 -3.746 4.059 -0.736 0.677 -0.680
C 4.356 2.343 -1.121 0.384 -0.343 0.343
C 1.611 0.481 4.870 0.763 0.273 1.086
C 1.671 -0.221 3.701 0.527 -1.202 -1.024
H 1.102 -3.998 0.439 0.285 -0.039 1.003
C -5.440 -0.033 -3.847 0.494 0.541 0.499
C -0.176 -2.598 3.240 0.575 -0.500 0.547
H -2.783 3.293 2.785 -0.241 -0.188 -0.652
H 2.096 1.503 -6.390 0.027 -0.088 0.297
P -2.559 -0.669 -0.240 0.447 0.254 -0.419
C -3.159 -4.599 0.542 1.301 -0.803 -0.698
C 0.969 0.132 2.550 -0.876 1.513 0.370
H -2.269 4.224 -0.427 0.409 -0.208 0.053
H 3.617 3.515 2.477 0.026 0.146 -0.232
C 0.954 3.810 -2.509 0.022 -0.547 -0.362
C -4.512 0.940 -3.470 0.263 0.033 0.594
P 0.982 -1.070 1.176 -0.122 -0.409 -0.038
C -3.843 -2.230 1.760 0.502 1.367 -0.969
P 1.645 1.344 -1.401 0.015 0.250 -0.098
C 4.249 -2.804 -0.307 0.086 -0.541 -0.728
C 0.820 1.595 4.935 -1.070 0.800 0.546
H 3.579 0.123 2.100 0.451 -0.365 -0.499
H 1.315 -5.955 1.963 -0.618 0.911 0.370
C -4.440 -3.400 2.118 -0.993 -0.056 1.799
H -1.746 5.796 -2.226 -0.206 0.074 0.177
C 0.069 4.856 -2.765 0.688 0.464 -0.215
H 5.931 -0.784 1.786 -0.254 -0.006 -0.136
F -0.766 3.880 1.790 0.066 -0.997 -0.187
C -3.305 0.625 0.724 -0.942 1.212 1.032
C 3.085 2.140 -0.567 -0.387 0.431 0.047
C -5.472 -1.223 -3.127 0.034 -0.336 -0.425
C 2.510 1.154 -5.443 -1.190 0.240 -0.043
H 1.778 2.773 1.057 0.664 -0.273 -0.059
H -2.938 1.472 -2.115 0.110 0.201 0.094
H -4.595 -2.499 -1.656 0.041 0.489 -0.002
H 0.666 2.127 5.889 0.303 -0.191 -0.605
C 0.514 -2.641 2.027 -0.470 0.033 -0.203
H 5.133 -0.573 -4.192 -0.549 0.155 -0.070
C 2.368 1.017 -3.020 -1.004 -0.067 -1.168
C -2.601 1.679 1.364 -0.260 -0.739 -0.634
H -6.187 -1.980 -3.421 0.003 -0.053 0.078
C 3.845 3.185 1.464 -1.228 0.242 0.924
C 0.371 -4.931 3.615 -0.459 0.239 1.536
C -3.634 0.696 -2.397 -0.287 -0.295 -0.353
C 1.816 1.409 -4.258 0.139 0.372 0.251
C -3.305 2.549 2.165 -1.584 0.846 0.847
C 3.522 0.263 -3.050 0.633 -0.407 0.366
H 2.178 -2.820 -0.692 -0.216 0.176 -0.152
C -2.573 -3.413 0.057 -0.499 -0.461 0.166
H -5.257 -0.259 0.383 0.269 0.482 0.259
C 5.377 2.797 -0.290 0.933 0.571 -0.339
C 5.128 3.226 0.999 0.103 -0.385 -0.015
H 6.422 2.883 -0.624 -0.674 -0.094 -0.286
H -5.290 3.233 2.874 0.680 -0.657 -0.607
C -1.064 4.992 -2.001 -0.585 -1.251 0.027
H -0.583 -1.652 3.587 0.007 -0.232 0.094
H 2.248 0.191 5.720 -0.527 0.031 -0.428
C 0.582 2.774 -1.633 -0.300 1.342 1.149
C 2.963 -2.324 -0.153 0.852 -0.584 0.417
Ge -0.741 2.186 1.074 -0.943 0.764 0.565
H -2.759 -5.558 0.150 -0.496 0.701 0.233
C 3.663 0.414 -5.445 0.781 -0.202 -0.337
C -3.017 -2.202 0.590 0.014 -0.184 1.026
Cl -1.924 -2.844 -3.099 0.753 0.397 -0.076
C -1.365 4.034 -1.015 -0.356 1.138 0.430
C -3.634 -0.518 -1.706 -0.948 -0.675 -0.808
H -1.808 -3.454 -0.738 -0.691 0.038 0.640
C -4.731 2.497 2.248 1.434 1.070 1.373
C 0.230 1.373 2.596 0.971 -1.796 -1.126
H -4.456 1.937 -3.918 -0.148 -0.505 -0.149
C 4.182 -0.023 -4.232 0.670 -0.432 -0.112
H 0.415 -5.789 4.294 -0.087 0.248 -0.370
C 0.882 -3.894 1.518 -0.024 0.475 -0.840
H 4.419 -3.642 -0.972 -0.053 0.054 -0.116
H -6.135 0.134 -4.661 0.057 0.030 0.078
C -5.402 1.485 1.637 -1.027 -0.401 -0.500
H 2.322 -1.092 3.676 -0.223 -0.054 -0.020
C 3.791 -0.686 1.384 0.909 -0.475 1.112
H 4.599 2.159 -2.166 -0.202 -0.263 0.380
H -4.563 -5.541 1.928 0.404 0.891 -0.588
H 5.898 3.596 1.652 0.351 0.012 -0.047
```
Forces are in eV/Å.